A structure of composition C24H30BrN7O5STl in a non-equilibrium geometry, computed with ωB97M-V/def2-TZVPD.

Computed properties:
- maximum force (eV Å⁻¹) = 1.85
- net charge = +1
- HOMO level (eV) = -9.8335
- lowest unoccupied orbital energy (eV) = -2.59
- 2S+1 = 1
- HOMO-LUMO gap (eV) = 7.24
- relative energy (zero: lowest compared OMol25 entry of this formula, charge and spin) (kcal per mole) = 14.4
- E_tot (eV) = -131605.14909

Cartesian coordinates (Å):
1 Tl -0.263 0.229 -0.457
2 N 2.726 0.043 0.412
3 N 2.983 0.014 1.782
4 C 1.967 -0.034 2.658
5 N 2.229 -0.080 3.964
6 N 0.757 -0.039 2.123
7 N -0.358 -0.009 2.817
8 O -1.377 0.088 2.151
9 O -0.366 -0.078 4.037
10 H 2.902 -0.858 -0.026
11 H 3.258 0.780 -0.037
12 H 3.939 -0.006 2.130
13 H 3.162 -0.021 4.332
14 H 1.431 -0.117 4.595
15 O -0.237 2.792 0.346
16 S -1.035 4.027 0.537
17 C -1.540 4.004 2.324
18 C -3.046 3.820 2.373
19 C -3.391 2.911 1.199
20 C -2.748 3.593 0.009
21 H -1.206 4.923 2.797
22 H -1.013 3.155 2.754
23 H -3.553 4.780 2.248
24 H -3.355 3.392 3.326
25 H -4.468 2.803 1.069
26 H -2.960 1.918 1.346
27 H -3.253 4.526 -0.233
28 H -2.655 2.988 -0.886
29 C -2.107 -5.716 -4.206
30 O -1.836 -4.390 -3.805
31 C -0.556 -3.930 -3.856
32 C 0.519 -4.626 -4.393
33 C 1.779 -4.051 -4.419
34 C 1.986 -2.778 -3.918
35 C 0.916 -2.054 -3.420
36 C -0.345 -2.621 -3.380
37 N -1.482 -1.879 -2.983
38 C -2.435 -2.394 -2.206
39 C -2.227 -3.224 -1.115
40 C -3.310 -4.004 -0.624
41 C -3.167 -4.838 0.439
42 C -1.926 -4.904 1.114
43 C -0.884 -4.122 0.732
44 C -0.960 -3.221 -0.386
45 O -0.026 -2.435 -0.658
46 H -3.172 -5.863 -4.028
47 H -1.542 -6.431 -3.603
48 H -1.891 -5.872 -5.267
49 H 0.371 -5.612 -4.806
50 H 2.599 -4.611 -4.841
51 H 2.975 -2.346 -3.931
52 H 1.046 -1.048 -3.048
53 H -1.738 -1.130 -3.615
54 H -3.454 -2.116 -2.455
55 H -4.241 -3.963 -1.173
56 H -3.983 -5.462 0.767
57 H -1.818 -5.583 1.949
58 H 0.062 -4.161 1.254
59 Br -3.250 1.062 -2.693
60 C -3.983 0.225 -1.144
61 C -5.354 0.184 -0.963
62 C -5.824 -0.513 0.142
63 C -4.913 -1.135 0.983
64 C -3.563 -1.021 0.695
65 N -3.104 -0.328 -0.336
66 H -6.021 0.657 -1.666
67 H -6.884 -0.576 0.334
68 H -5.235 -1.705 1.838
69 H -2.812 -1.488 1.308